Model A:
The following is a DFT calculation (ωB97M-V/def2-TZVPD) of the molecule C4H5ClN2.

Cartesian coordinates (Å):
1 C 1.5849 -0.4594 0.0345
2 C 0.3991 -0.4714 0.7208
3 C 1.3060 0.2778 -1.2005
4 C -0.6489 0.2140 -0.0716
5 N 2.5448 0.7940 -3.8823
6 N -0.0191 0.4897 -1.3736
7 Cl 2.5797 0.2195 -2.4810
8 H 2.5698 -0.7894 0.2956
9 H 0.3237 -0.8137 1.7567
10 H -1.7161 -0.3394 -0.0449
11 H -0.8277 1.1792 0.4716
12 H -0.6506 0.9830 -1.9899

Values from the calculation:
Gap between HOMO and LUMO (alpha / beta) (eV): 8.70 / 6.99
HOMO (alpha / beta) (eV): -8.42 / -6.58
LUMO level (alpha / beta) (eV): 0.3 / 0.4
Charge: 0


Model B:
The following is a DFT calculation (ωB97M-V/def2-TZVPD) of the molecule C4H5ClN2.

Cartesian coordinates (Å):
1 C 0.7977 0.0131 -0.8082
2 C 0.2232 -1.2372 -0.2715
3 C -1.6603 0.1080 -0.2022
4 C -0.6294 -0.3327 -1.1727
5 H 1.4748 -0.0157 -1.6368
6 H 0.6156 -2.2403 -0.5260
7 H 0.1195 -1.1232 1.8372
8 H -2.4924 0.7051 -0.4793
9 H -0.9891 -0.6121 -2.1977
10 N -0.4142 -1.1581 0.9966
11 N -1.4701 -0.2839 0.9928
12 Cl 1.2984 1.2984 0.2238

Values from the calculation:
Gap between HOMO and LUMO (eV): 9.49
HOMO (eV): -8.62
LUMO level (eV): 0.9
Charge: 0


Name the most stable of them. model B.


Model A:
The following is a DFT calculation (ωB97M-V/def2-TZVPD) of a 8-piece molecular cluster, C18H52N2O8 overall.

Cartesian coordinates (Å):
1 C -17.3371 16.1050 -12.7147
2 O -17.9948 17.3426 -13.2168
3 H -16.4900 15.9683 -13.3891
4 H -17.8189 15.1500 -12.7584
5 H -17.0367 16.3404 -11.6871
6 H -17.2968 17.9551 -13.4398
7 C -15.0916 21.1728 -10.5477
8 O -14.5111 21.9351 -11.5140
9 H -14.4000 20.5127 -10.0181
10 H -15.9310 20.6654 -11.0330
11 H -15.6025 21.8904 -9.8849
12 H -13.5489 21.8469 -11.5536
13 C -11.2438 21.5351 -11.8120
14 O -10.4714 21.2544 -10.6904
15 N -11.8401 22.6508 -12.0266
16 N -11.4782 20.6141 -12.7289
17 H -11.6562 23.4284 -11.4119
18 H -12.1692 22.9594 -12.9025
19 H -11.0700 19.7307 -12.4543
20 H -12.1748 20.6300 -13.4352
21 C -14.7209 16.9781 -10.0470
22 C -14.2676 16.9734 -11.4756
23 C -13.1225 17.9264 -11.6660
24 O -14.0173 15.8279 -11.9043
25 H -13.9167 16.6594 -9.3837
26 H -15.5946 16.3710 -9.8295
27 H -14.9814 17.9439 -9.6903
28 H -15.1381 17.3609 -12.0238
29 H -13.4515 18.9080 -11.5269
30 H -12.6939 18.0025 -12.6255
31 H -12.2842 17.7112 -10.9805
32 H -13.5174 15.8479 -12.7081
33 C -14.1385 20.0138 -14.5381
34 C -15.4977 19.2904 -14.4687
35 C -15.4347 17.9192 -15.1206
36 O -16.0890 19.1571 -13.3416
37 H -13.9869 20.3594 -15.5211
38 H -13.3734 19.2934 -14.3317
39 H -14.0924 20.8174 -13.8295
40 H -16.1680 19.8027 -15.1804
41 H -14.8564 17.9675 -16.0289
42 H -16.3876 17.5330 -15.3539
43 H -14.8949 17.1733 -14.6402
44 H -16.4121 20.0071 -13.1565
45 C -12.6484 17.3224 -17.8949
46 C -11.8254 18.2471 -16.9891
47 C -11.5026 17.7137 -15.5748
48 O -10.7911 18.6646 -17.5217
49 H -13.6079 17.0376 -17.5199
50 H -12.0559 16.4506 -18.1422
51 H -12.8823 17.9443 -18.7776
52 H -12.3350 19.2014 -16.7493
53 H -10.8753 16.8378 -15.5998
54 H -12.4031 17.4850 -15.0609
55 H -10.9649 18.4400 -15.0346
56 H -10.1674 17.9757 -17.6929
57 C -12.9756 14.6090 -15.5468
58 C -11.8977 13.6549 -15.1192
59 C -12.1074 12.2849 -15.7721
60 O -10.7258 13.9737 -15.2000
61 H -12.9322 15.5838 -15.0741
62 H -13.9819 14.1879 -15.2296
63 H -13.0121 14.7568 -16.6106
64 H -12.0624 13.5485 -14.0555
65 H -11.3916 11.4866 -15.4806
66 H -12.0049 12.4126 -16.8043
67 H -13.0814 11.8568 -15.6061
68 H -10.6047 14.6922 -14.5365
69 C -15.0162 14.7314 -19.7800
70 C -15.5718 13.9102 -18.6793
71 C -16.1040 14.7841 -17.5027
72 O -16.4040 13.0467 -19.0170
73 H -15.7308 15.4316 -20.0779
74 H -14.8238 14.2391 -20.6779
75 H -14.0624 15.2232 -19.5342
76 H -14.7880 13.3261 -18.2400
77 H -15.3916 15.3551 -16.9565
78 H -16.6347 14.2050 -16.7338
79 H -16.8506 15.4650 -17.8918
80 H -16.4076 12.4231 -18.2927

Values from the calculation:
Gap between HOMO and LUMO (eV): 10.00
HOMO (eV): -9.72
LUMO level (eV): 0.3
Charge: 0


Model B:
The following is a DFT calculation (ωB97M-V/def2-TZVPD) of a 8-piece molecular cluster, C18H52N2O8 overall.

Cartesian coordinates (Å):
1 C -2.9228 2.0350 3.3243
2 O -1.6328 2.3190 2.8423
3 H -2.8088 1.7920 4.3453
4 H -3.5138 1.2270 2.8283
5 H -3.4918 2.9650 3.1723
6 H -1.3098 3.1820 3.1893
7 C -1.8088 -0.4000 0.5403
8 O -0.4498 -0.3450 0.7763
9 H -2.2368 -1.3080 0.9503
10 H -1.9708 -0.5630 -0.5117
11 H -2.2718 0.5670 0.8973
12 H -0.3278 -0.3060 1.7233
13 C -0.5338 -1.0820 3.8623
14 O -1.8608 -1.3270 4.2433
15 N -0.0798 0.0550 3.3413
16 N 0.3702 -1.9880 3.9413
17 H -0.7498 0.8410 3.1853
18 H 0.9192 0.1420 3.1393
19 H 0.0172 -2.9180 4.2473
20 H 1.0962 -2.1040 3.2023
21 C -3.2858 2.7150 -1.1087
22 C -2.1838 2.5990 -2.2097
23 C -2.9018 2.4490 -3.5927
24 O -1.4648 3.5590 -2.2417
25 H -2.7778 2.6430 -0.1227
26 H -3.9808 1.8550 -1.2387
27 H -3.9178 3.5470 -1.2157
28 H -1.6118 1.7040 -2.0377
29 H -3.5358 3.3200 -3.7877
30 H -3.6128 1.6190 -3.4997
31 H -2.2128 2.3280 -4.4077
32 H -0.7828 3.3260 -1.6207
33 C 2.1332 3.3560 -0.0597
34 C 0.7542 2.8110 0.3113
35 C -0.1168 3.9680 0.5543
36 O 0.3532 1.9680 -0.5107
37 H 2.9252 2.6380 0.0183
38 H 2.4292 4.1860 0.6073
39 H 2.3632 3.6880 -1.1497
40 H 0.8532 2.3060 1.2493
41 H -1.1998 3.7840 0.5363
42 H -0.0028 4.7300 -0.1897
43 H 0.1622 4.4870 1.4433
44 H 0.0752 1.2010 -0.0367
45 C 2.7602 -0.3490 -0.8737
46 C 4.1712 -0.6130 -0.3917
47 C 4.8762 0.7340 -0.0987
48 O 4.2632 -1.2500 0.7233
49 H 2.8252 0.5190 -1.6107
50 H 2.2692 0.2350 -0.1037
51 H 2.1262 -1.1500 -1.2187
52 H 4.6422 -1.2900 -1.1257
53 H 4.3482 1.3240 0.6633
54 H 5.0252 1.4110 -0.9267
55 H 5.8292 0.5550 0.3313
56 H 5.2182 -1.2630 1.0083
57 C -0.7028 -3.0930 -1.8757
58 C -1.5128 -2.7210 -3.0787
59 C -2.0268 -1.2360 -3.1077
60 O -0.8628 -2.9390 -4.1297
61 H -0.7128 -4.1820 -1.8637
62 H -1.2858 -2.9710 -0.9647
63 H 0.2302 -2.6590 -1.8067
64 H -2.3498 -3.4610 -3.0857
65 H -2.4538 -0.9340 -4.0497
66 H -1.1688 -0.5510 -2.7727
67 H -2.8278 -1.1240 -2.4117
68 H -0.1598 -2.2530 -4.1167
69 C 2.1252 -4.1240 -0.1027
70 C 1.2132 -3.2350 0.7203
71 C 0.0222 -4.0040 1.1913
72 O 1.8232 -2.7530 1.6773
73 H 1.5252 -4.4030 -1.0277
74 H 2.4052 -4.9860 0.5143
75 H 3.0222 -3.5840 -0.5047
76 H 0.7672 -2.4210 0.1003
77 H 0.2292 -4.6480 2.0083
78 H -0.3238 -4.7140 0.4553
79 H -0.7478 -3.3010 1.4663
80 H 2.5252 -2.1360 1.4563

Values from the calculation:
Gap between HOMO and LUMO (eV): 9.40
HOMO (eV): -9.15
LUMO level (eV): 0.2
Charge: 0


Model C:
The following is a DFT calculation (ωB97M-V/def2-TZVPD) of a 8-piece molecular cluster, C18H52N2O8 overall.

Cartesian coordinates (Å):
1 C 0.1276 -0.6621 -0.4969
2 O 1.1883 -1.2552 -0.7065
3 N -1.1076 -1.2256 -0.6632
4 N 0.0678 0.5638 0.0847
5 H -1.8638 -0.7408 -0.2123
6 H -1.1269 -2.2301 -0.8428
7 H 0.9196 1.0575 -0.1315
8 H -0.8113 0.8932 0.4674
9 C -4.3404 0.3696 -1.9497
10 C -3.7229 1.7661 -1.9327
11 O -4.2285 2.4467 -0.7886
12 H -3.8857 -0.2482 -2.7203
13 H -5.4243 0.3825 -2.0512
14 H -4.0967 -0.0761 -0.9835
15 H -3.9749 2.3289 -2.8358
16 H -2.6322 1.7430 -1.9368
17 H -4.9327 3.0697 -0.9698
18 C -2.1683 -0.2590 2.8120
19 C -3.1938 0.6800 2.2104
20 O -2.5380 1.2581 1.0676
21 H -1.2161 0.2316 3.0153
22 H -1.9973 -1.0942 2.1288
23 H -2.4439 -0.7100 3.7670
24 H -3.3709 1.4231 2.9939
25 H -4.1449 0.2387 1.9128
26 H -3.2158 1.7427 0.5584
27 C -2.6812 -3.5981 -2.8837
28 C -1.8057 -4.4987 -2.0062
29 O -1.9109 -3.9272 -0.7013
30 H -2.1479 -2.6580 -3.0329
31 H -3.6660 -3.4022 -2.4694
32 H -2.7955 -3.9996 -3.8932
33 H -0.7733 -4.6026 -2.3456
34 H -2.2671 -5.4823 -1.8656
35 H -1.6286 -4.5750 -0.0486
36 C -0.7328 3.5275 3.3764
37 C 0.2303 3.6679 2.1978
38 O 1.5733 3.8763 2.7234
39 H -1.1291 4.5043 3.6697
40 H -0.4051 3.1229 4.3347
41 H -1.5986 2.9069 3.1311
42 H -0.0495 4.3949 1.4421
43 H 0.2968 2.6588 1.7843
44 H 1.9933 3.0135 2.7018
45 C 1.0175 -4.3673 1.2595
46 C 2.4159 -4.1409 0.7184
47 C 3.2731 -5.4032 0.7973
48 O 2.3926 -3.6472 -0.5938
49 H 0.4218 -5.0045 0.6010
50 H 0.4842 -3.4273 1.4155
51 H 1.1116 -4.8562 2.2328
52 H 2.8393 -3.3967 1.4065
53 H 4.2796 -5.2046 0.4171
54 H 2.9551 -6.1551 0.0720
55 H 3.3765 -5.7104 1.8362
56 H 2.0320 -2.7367 -0.5403
57 C 0.4494 3.6650 -3.8242
58 C 0.2517 3.2544 -2.3708
59 C 1.5803 2.9929 -1.7266
60 O -0.4291 4.3090 -1.7129
61 H 1.3439 4.2920 -3.8778
62 H -0.3575 4.2334 -4.2877
63 H 0.7196 2.8516 -4.5035
64 H -0.3834 2.3648 -2.2641
65 H 1.9951 2.1123 -2.2196
66 H 1.4817 2.8215 -0.6544
67 H 2.2975 3.8137 -1.7772
68 H -1.2699 4.4125 -2.1674
69 C 3.4539 -0.5878 1.4187
70 C 4.5418 0.4872 1.2506
71 C 4.0267 1.5437 0.3097
72 O 4.8260 0.9399 2.5569
73 H 3.7408 -1.2362 2.2492
74 H 3.3042 -1.1419 0.4965
75 H 2.5159 -0.1568 1.7764
76 H 5.4283 0.0290 0.8006
77 H 4.7756 2.3247 0.1495
78 H 3.1467 2.0297 0.7338
79 H 3.8365 1.1098 -0.6716
80 H 5.7563 0.9624 2.7825

Values from the calculation:
Gap between HOMO and LUMO (eV): 9.43
HOMO (eV): -9.19
LUMO level (eV): 0.2
Charge: 0


Name the most stable of them. model C.


Model A:
The following is a DFT calculation (ωB97M-V/def2-TZVPD) of a 2-piece molecular cluster, FHN2O3 overall.

Cartesian coordinates (Å):
1 N -0.3070 2.2066 1.1941
2 N 0.9951 2.5612 0.2995
3 O -0.2467 1.0384 1.4894
4 O -1.0946 3.0301 1.4117
5 O 0.6936 2.6901 -0.8215
6 F 0.3279 -0.2775 -1.2689
7 H 0.0387 -0.1114 -0.4035

Values from the calculation:
Gap between HOMO and LUMO (eV): 9.12
HOMO (eV): -10.78
LUMO level (eV): -1.7
Charge: 0


Model B:
The following is a DFT calculation (ωB97M-V/def2-TZVPD) of a 3-piece molecular cluster, FHN2O3 overall.

Cartesian coordinates (Å):
1 N 0.6326 -0.2603 -0.2353
2 N 1.0033 -2.1271 1.4953
3 O 0.3337 -1.8193 2.4087
4 O 1.8030 -2.9278 1.1246
5 O 0.0150 -1.0049 -0.9243
6 F -1.1837 -1.7641 0.1749
7 H 0.2413 0.5325 0.2488

Values from the calculation:
Gap between HOMO and LUMO (alpha / beta) (eV): 7.36 / 9.77
HOMO (alpha / beta) (eV): -9.82 / -11.38
LUMO level (alpha / beta) (eV): -2.5 / -1.6
Charge: 0


Model C:
The following is a DFT calculation (ωB97M-V/def2-TZVPD) of a 3-piece molecular cluster, FHN2O3 overall.

Cartesian coordinates (Å):
1 N 0.5822 0.1233 0.4118
2 N 1.7595 -1.4892 -0.2743
3 O 1.0819 -2.4020 -0.5135
4 O 2.8709 -1.1588 -0.1545
5 O 1.0986 1.2505 0.4386
6 F 1.2182 1.8191 -1.1785
7 H -0.2264 -0.0725 -0.1443

Values from the calculation:
Gap between HOMO and LUMO (alpha / beta) (eV): 8.70 / 8.47
HOMO (alpha / beta) (eV): -10.64 / -10.18
LUMO level (alpha / beta) (eV): -1.9 / -1.7
Charge: 0


Name the most stable of them. model A.


Model A:
The following is a DFT calculation (ωB97M-V/def2-TZVPD) of the molecule C2HClN2.

Cartesian coordinates (Å):
1 C 1.8363 -0.0871 -0.0028
2 C 0.6253 -0.0261 -0.0023
3 N -0.6497 -0.2359 -0.0025
4 N -1.5645 0.5848 0.0012
5 Cl -3.1312 -0.1720 0.0035
6 H 2.8838 -0.0635 0.0030

Values from the calculation:
Gap between HOMO and LUMO (eV): 8.77
HOMO (eV): -9.72
LUMO level (eV): -1.0
Charge: 0


Model B:
The following is a DFT calculation (ωB97M-V/def2-TZVPD) of a 2-piece molecular cluster, C2HClN2 overall.

Cartesian coordinates (Å):
1 C 1.4380 -0.7688 0.0449
2 C -0.3106 0.4044 -0.1085
3 N 2.2239 -1.5845 -0.0639
4 N -1.3455 -0.2152 -0.0070
5 Cl 0.2583 1.9585 -0.0205
6 H -2.2641 0.2057 0.1550

Values from the calculation:
Gap between HOMO and LUMO (eV): 10.32
HOMO (eV): -11.28
LUMO level (eV): -1.0
Charge: 0


Model C:
The following is a DFT calculation (ωB97M-V/def2-TZVPD) of the molecule C2HClN2.

Cartesian coordinates (Å):
1 C -2.3930 -1.0259 0.0654
2 C -1.3341 -0.0843 0.0688
3 N -3.3870 -1.5874 -0.0453
4 N -0.1391 -0.4532 -0.0363
5 Cl -1.8236 1.6301 -0.0073
6 H 0.5701 0.2637 -0.1093

Values from the calculation:
Gap between HOMO and LUMO (eV): 11.10
HOMO (eV): -11.58
LUMO level (eV): -0.5
Charge: 0


Name the most stable of them. model C.